No. 1
Entry from the OMol25 dataset: a structure of composition C20H24AsBF6O3PdS6 (ωB97M-V with the def2-TZVPD basis set).

## Properties
* HOMO-LUMO gap: 5.1 eV
* HOMO level: -1.272 eV
* net charge: -2

Last column: natural (NBO) charge in e.
CARTESIAN COORDINATES (ANGSTROEM)
Pd  -1.0628  1.8586  0.2463  0.38
S  -7.2998  -1.8234  -0.2046  -0.28
C  -5.9553  -0.8304  -0.0451  -0.57
S  -4.6345  -1.1733  0.9777  0.48
C  -3.7097  0.2750  0.7015  -0.49
C  -4.2112  1.1672  -0.2034  -0.37
S  -3.4937  2.6194  -0.7719  -0.38
S  -5.7599  0.6628  -0.8621  0.47
S  -2.1994  0.4452  1.5706  -0.17
C  2.1779  3.3538  3.8277  -0.98
As  1.0878  2.4515  2.4567  1.42
C  0.6883  0.8312  3.4483  -0.97
C  -0.4346  3.6438  2.6920  -0.93
S  2.4909  2.0865  0.9316  -0.69
H  1.6094  3.5272  4.7442  0.20
H  2.5115  4.3042  3.4121  0.23
H  3.0502  2.7343  4.0298  0.23
H  0.4697  1.1022  4.4824  0.21
H  1.5906  0.2249  3.3920  0.24
H  -0.1453  0.2814  3.0228  0.26
H  -0.6911  3.5009  3.7443  0.21
H  -1.2997  3.4503  2.0697  0.26
H  -0.0767  4.6531  2.5014  0.24
C  1.7143  4.7891  -1.2406  -0.64
C  0.1859  4.6121  -1.1456  0.13
O  -0.1968  3.8160  -0.1393  -0.91
C  -0.3135  4.0966  -2.5320  0.95
F  0.3668  4.6495  -3.5792  -0.36
F  -0.1331  2.7746  -2.6345  -0.32
F  -1.6099  4.3499  -2.7648  -0.32
C  -0.4344  6.0185  -0.9098  0.95
F  -1.7377  5.9959  -0.6340  -0.31
F  -0.2710  6.8673  -1.9628  -0.36
F  0.1666  6.6266  0.1428  -0.35
H  2.1545  3.8366  -1.5303  0.23
H  2.0830  5.0232  -0.2448  0.23
H  2.0085  5.5667  -1.9474  0.20
C  0.9357  -6.6553  -1.7766  -0.60
C  1.5076  -5.4979  -0.9572  -0.07
C  1.5431  -5.9371  0.5141  -0.60
C  2.9426  -5.2384  -1.4375  -0.60
C  0.6817  -4.2169  -1.0950  -0.04
C  -0.4176  -4.1234  -1.9407  -0.24
C  -1.1677  -2.9463  -2.0653  -0.28
C  -0.7786  -1.8682  -1.3108  0.30
O  -1.3271  -0.6302  -1.2354  -0.69
B  -0.5818  0.0772  -0.2467  0.93
O  0.4866  -0.7623  0.1805  -0.68
C  0.3172  -1.9448  -0.4547  0.25
C  1.0574  -3.0958  -0.3367  -0.27
H  1.5541  -7.5447  -1.6299  0.20
H  0.9260  -6.4278  -2.8440  0.21
H  -0.0833  -6.8984  -1.4703  0.21
H  2.0829  -6.8831  0.6166  0.19
H  0.5302  -6.0717  0.8973  0.21
H  2.0395  -5.1967  1.1412  0.21
H  3.5658  -6.1244  -1.2818  0.19
H  3.3944  -4.4046  -0.9001  0.21
H  2.9509  -4.9919  -2.5009  0.21
H  -0.7254  -4.9811  -2.5227  0.20
H  -2.0289  -2.8876  -2.7170  0.22
H  1.9086  -3.1178  0.3319  0.21

---

No. 2
Entry from the OMol25 dataset: a structure of composition C25H39AsCl2NO4PS5W at a distorted geometry (ωB97M-V with the def2-TZVPD basis set).

## Properties
* spin multiplicity: 3
* HOMO-LUMO gap (alpha / beta): 4.9 / 5.6 eV
* expectation value of S²: 2.022
* HOMO level (alpha / beta): -0.727 / -1.656 eV
* net charge: -2

Last column: Löwdin spin population.
CARTESIAN COORDINATES (ANGSTROEM)
W  2.1880  0.9319  1.8608  0.73
S  3.7794  2.8380  2.7372  0.15
As  2.9828  3.1799  0.8028  0.22
S  3.6083  1.3482  -0.2552  0.18
S  0.2962  2.1157  2.4703  0.45
S  3.0395  5.0553  -0.1366  0.12
O  0.6253  0.5428  -0.0351  0.00
P  -0.6294  0.6828  -0.8394  0.00
C  -2.1004  0.6573  0.2850  0.01
C  -3.4875  1.0200  -0.2546  0.00
C  -4.2629  -0.1833  -0.7909  0.00
C  -4.3303  -1.3172  0.2341  0.00
C  -2.9426  -1.6931  0.7492  0.00
C  -2.2188  -0.4777  1.2979  0.00
C  -0.3951  -0.3468  -2.3763  0.00
C  0.4977  -1.5951  -2.2008  0.00
C  -0.2257  -2.9381  -2.2731  0.00
C  -1.1508  -3.0313  -3.4804  0.00
C  -2.1949  -1.9261  -3.3891  0.00
C  -1.5235  -0.5572  -3.4073  0.00
C  -0.8227  2.4192  -1.4794  0.00
C  0.5217  3.1527  -1.5138  0.00
C  1.3247  2.9495  -2.7893  0.00
C  0.5037  3.3818  -4.0004  0.00
C  -0.8092  2.6044  -4.0709  0.00
C  -1.6130  2.7152  -2.7713  0.00
H  -1.7265  1.5052  0.8804  0.01
H  -3.4427  1.8102  -1.0044  0.00
H  -4.0484  1.4388  0.5903  0.00
H  -3.7842  -0.5501  -1.7010  0.00
H  -5.2737  0.1265  -1.0761  0.00
H  -4.8336  -2.1867  -0.2020  0.00
H  -4.9451  -0.9885  1.0814  0.00
H  -2.3373  -2.1212  -0.0496  0.00
H  -3.0089  -2.4697  1.5152  0.00
H  -1.2340  -0.7484  1.6568  0.00
H  -2.7824  -0.0794  2.1532  0.00
H  0.2665  0.3863  -2.8428  0.00
H  1.0524  -1.5122  -1.2658  0.00
H  1.2369  -1.5686  -3.0112  0.00
H  -0.7962  -3.0967  -1.3593  0.00
H  0.5258  -3.7317  -2.2954  0.00
H  -1.6360  -4.0113  -3.5188  0.00
H  -0.5779  -2.9198  -4.4112  0.00
H  -2.7612  -2.0667  -2.4685  0.00
H  -2.9151  -1.9813  -4.2125  0.00
H  -2.2693  0.2361  -3.3485  0.00
H  -1.0650  -0.4558  -4.3994  0.00
H  -1.3765  2.8699  -0.6503  0.00
H  1.0911  2.8536  -0.6403  0.00
H  0.3339  4.2262  -1.3938  0.00
H  1.6331  1.9031  -2.8864  0.00
H  2.2465  3.5265  -2.7066  0.00
H  1.0670  3.2472  -4.9290  0.00
H  0.2851  4.4538  -3.9136  0.00
H  -0.5885  1.5607  -4.3009  0.00
H  -1.4296  2.9716  -4.8957  0.00
H  -2.5273  2.1238  -2.8479  0.00
H  -1.9398  3.7598  -2.6864  0.00
Cl  5.4667  -0.7410  2.8456  0.01
C  4.6441  -0.8492  4.3653  0.02
C  5.2726  -1.4638  5.4290  0.00
C  4.6316  -1.5758  6.6569  0.03
C  3.3532  -1.0539  6.8034  0.00
C  2.7338  -0.4315  5.7391  0.02
Cl  1.1487  0.2473  5.9538  0.01
C  3.3351  -0.3017  4.4603  0.00
N  2.7177  0.2832  3.4443  0.03
H  6.2681  -1.8618  5.2829  0.00
H  5.1227  -2.0630  7.4895  0.00
H  2.8297  -1.1182  7.7487  0.00
C  0.8915  -2.2823  3.4269  0.00
S  1.4220  -2.5069  1.7474  0.00
O  2.2783  -3.6742  1.7308  0.00
O  0.2142  -2.6403  0.9535  0.00
O  2.1958  -1.2763  1.4292  0.02
H  0.2191  -3.1055  3.6661  0.00
H  0.3876  -1.3211  3.5240  0.00
H  1.7679  -2.3039  4.0702  0.00

---

Computed energy above the lowest of the compared OMol25 structures with the same formula, charge and spin, in the same sequence as the records: 0.927; 1.626 eV.